[1]
Molecular formula: C32H34BF3O2S
Method: DFT, ωB97M-V/def2-TZVPD

The energy relative to the best compared isomer or geometry (same formula, charge and spin) comes out at 2.957 eV. The HOMO energy comes out at -6.4 eV. Its charge is 0. For the HOMO-LUMO gap, the calculation gives 3.0 eV. Its spin multiplicity is 1. The calculation puts the LUMO energy at -3.3853 eV.

Structure (XYZ):
```
73
Properties=species:S:1:pos:R:3:forces:R:3
C -3.580596 1.503714 -0.266627 0.13 0.16 0.20
C -0.070322 4.359576 2.190873 0.41 0.15 0.57
C -2.627864 2.043675 -1.145111 0.11 0.27 -0.01
C -3.355737 1.572419 1.110416 -0.15 0.09 0.19
C -4.009197 -0.882907 3.707416 -0.05 -0.35 0.03
C -0.507368 -0.952580 2.257611 -0.91 -0.14 0.03
H 1.651551 2.914966 3.364212 0.34 -0.19 0.01
H -0.727858 3.060330 -1.322808 -0.19 -0.33 0.09
C -4.841813 0.878971 -0.769463 -0.16 -0.19 -0.09
C -0.387635 -0.302950 4.574247 -1.03 0.03 0.31
H 4.868555 -5.401578 3.899878 -0.13 -0.10 0.15
H 0.214425 -0.037574 5.445027 -0.14 -0.01 -0.24
H 5.647321 0.261003 2.090356 -0.06 -0.23 0.07
C 2.138167 2.375624 2.544023 -0.20 0.69 -0.14
H 2.169332 6.622051 3.484532 -0.41 -0.15 -0.01
H 2.793322 -0.934097 6.092474 -0.03 0.21 -0.20
C 3.166765 1.413460 3.064693 0.05 -0.63 -0.45
H 0.333788 6.858751 5.176130 -0.06 -0.14 -0.15
C -1.012847 5.526531 4.120629 0.02 0.09 -0.19
C -2.515332 -0.828277 3.583876 -0.41 -0.17 -0.02
C 4.114195 -5.246491 4.681817 0.22 -0.22 0.01
C 3.534425 -2.972031 5.698857 -0.03 -0.25 -0.45
C 2.447752 -1.688184 4.066872 0.00 -0.35 0.62
S 2.836407 -3.159824 3.241952 0.10 -0.10 0.93
F -4.625185 -1.345544 2.574570 0.27 0.39 0.80
F -4.520356 0.376240 3.939422 -0.04 -0.72 -0.04
H 4.867465 2.737861 2.937420 0.05 -0.07 0.09
H 1.340964 1.788923 2.044965 0.11 -0.02 0.08
C -1.165799 4.641272 3.058888 0.21 -0.04 0.05
H 2.550857 3.095377 1.831212 0.03 -0.07 0.02
C 3.579464 -3.866222 4.658274 -0.42 0.98 0.13
H -1.857203 5.716728 4.784295 0.27 -0.08 -0.18
H -2.267424 -0.262917 5.649923 0.03 0.00 -0.12
H -2.473498 -1.476992 1.532069 0.02 0.10 0.15
H -2.136478 4.175978 2.883927 0.41 0.16 0.19
C -1.459474 2.598496 -0.655619 0.42 -0.22 0.18
H 3.961960 -3.205252 6.672686 -0.09 0.04 -0.13
H -2.065075 2.228409 2.701724 0.05 -0.48 -0.41
C 4.356199 2.121018 3.686201 0.01 0.07 -0.10
C -2.211884 2.155121 1.621179 -0.05 0.17 0.01
C -1.223838 2.661815 0.746741 -0.34 -0.87 0.50
H 3.875764 0.122989 -0.199509 -0.08 0.14 0.08
H -5.355837 0.367828 0.047294 0.01 0.02 -0.16
H 3.310373 -5.978196 4.550958 0.17 -0.05 -0.01
C -1.772879 -0.442082 4.698281 0.61 0.15 0.06
C 0.202954 6.197218 4.322985 0.07 -0.41 -0.49
H -4.628909 0.152026 -1.560157 -0.04 0.10 0.09
H 4.014690 2.776754 4.497240 0.04 -0.15 -0.11
H -4.106767 1.172822 1.795182 0.31 0.12 -0.26
H 1.836848 5.160325 1.513686 -0.14 -0.15 0.50
C -1.892270 -1.122999 2.380463 0.38 -0.02 -0.32
C 3.508887 0.351277 1.900064 -0.11 0.40 0.27
C 2.897277 -1.726770 5.365534 0.05 -1.13 -0.41
C 4.783988 -0.405921 2.232927 0.40 0.13 0.03
C 1.240695 6.053570 3.385063 -0.22 0.26 -0.22
C 3.567705 0.921547 0.485056 0.32 0.16 0.04
O 2.395957 -0.517352 1.936319 0.06 1.38 -1.22
H -0.019637 -1.175414 1.305890 -0.03 0.11 0.30
C -0.035368 3.270320 1.255293 -1.16 2.39 -1.63
H 5.058539 1.387188 4.094691 -0.15 0.21 -0.04
H 4.300757 1.733995 0.412449 -0.05 -0.04 -0.06
F -4.431306 -1.671535 4.738119 0.11 0.68 -0.71
H 4.889367 -1.261812 1.558014 -0.05 0.10 0.13
H 4.579299 -5.407230 5.658557 0.02 -0.18 -0.14
C 0.232091 -0.522229 3.350089 1.30 0.61 -0.58
B 1.863461 -0.382363 3.249037 -0.95 -3.67 2.29
C 1.076741 5.208201 2.299827 -0.03 -0.44 0.15
H 2.585248 1.283610 0.157780 0.17 -0.07 0.10
O 2.490494 0.646978 4.031531 0.53 1.75 -0.52
H 0.827045 3.229401 0.584722 -0.20 0.09 0.29
H 4.770148 -0.770665 3.270131 0.00 0.08 -0.34
H -2.833189 2.040176 -2.219587 0.17 -0.01 0.37
H -5.526062 1.627413 -1.186893 0.16 -0.05 0.05
```
Forces are in eV/Å.

For each atom in turn, the Mulliken charge in e is: atom 1 (C): 1.015, atom 2 (C): 0.654, atom 3 (C): -0.846, atom 4 (C): -1.041, atom 5 (C): 0.676, atom 6 (C): -0.432, atom 7 (H): 0.608, atom 8 (H): 0.460, atom 9 (C): -1.696, atom 10 (C): -0.667, atom 11 (H): 0.277, atom 12 (H): 0.427, atom 13 (H): 0.387, atom 14 (C): -1.155, atom 15 (H): 0.408, atom 16 (H): 0.436, atom 17 (C): 1.099, atom 18 (H): 0.419, atom 19 (C): -0.894, atom 20 (C): 0.556, atom 21 (C): -1.213, atom 22 (C): -0.628, atom 23 (C): 0.244, atom 24 (S): -0.284, atom 25 (F): -0.297, atom 26 (F): -0.259, atom 27 (H): 0.302, atom 28 (H): -0.485, atom 29 (C): -0.172, atom 30 (H): 0.356, atom 31 (C): 0.530, atom 32 (H): 0.415, atom 33 (H): 0.427, atom 34 (H): 0.471, atom 35 (H): 0.608, atom 36 (C): -0.419, atom 37 (H): 0.294, atom 38 (H): 0.451, atom 39 (C): -2.154, atom 40 (C): -0.508, atom 41 (C): 1.151, atom 42 (H): 0.511, atom 43 (H): 0.312, atom 44 (H): 0.261, atom 45 (C): -1.346, atom 46 (C): -0.358, atom 47 (H): 0.399, atom 48 (H): 0.406, atom 49 (H): 0.424, atom 50 (H): 0.402, atom 51 (C): -0.745, atom 52 (C): 2.085, atom 53 (C): -1.059, atom 54 (C): -2.050, atom 55 (C): -0.680, atom 56 (C): -1.804, atom 57 (O): -0.663, atom 58 (H): 0.440, atom 59 (C): -0.707, atom 60 (H): 0.450, atom 61 (H): 0.264, atom 62 (F): -0.284, atom 63 (H): 0.426, atom 64 (H): 0.333, atom 65 (C): 0.476, atom 66 (B): 1.828, atom 67 (C): -0.177, atom 68 (H): 0.206, atom 69 (O): -0.652, atom 70 (H): 0.683, atom 71 (H): 0.316, atom 72 (H): 0.408, atom 73 (H): 0.377

***

[2]
Molecular formula: C4H8O2
Method: DFT, ωB97M-V/def2-TZVPD

The energy relative to the best compared isomer or geometry (same formula, charge and spin) comes out at 2.558 eV. The HOMO energy comes out at -10.3 eV. Its charge is 0. For the HOMO-LUMO gap, the calculation gives 11.3 eV. Its spin multiplicity is 1. The calculation puts the LUMO energy at 0.9905 eV.

Structure (XYZ):
```
14
Properties=species:S:1:pos:R:3:forces:R:3
C 0.896105 -0.557014 0.416379 0.03 -0.18 0.04
C -1.407390 0.383309 -0.648756 0.54 -0.07 -0.04
H 2.775712 0.432278 0.691029 -0.32 -0.10 -0.16
C 1.999329 0.369216 -0.088400 -0.23 -0.05 -0.09
H 1.644704 1.389928 -0.258934 -0.11 -0.23 -0.04
H 1.262952 -1.551597 0.677015 0.00 0.15 0.20
H 2.494462 0.006423 -0.995041 -0.22 -0.05 0.09
H -1.316335 -1.339955 0.532238 1.93 0.35 -0.44
O -2.663554 0.450124 -0.002638 -0.22 -0.31 0.07
O 0.046120 0.046365 1.390145 0.02 0.03 0.32
H -1.498120 -0.096039 -1.638628 0.05 0.12 0.18
H -0.957459 1.372721 -0.782806 -0.32 -0.04 0.17
C -0.580596 -0.490025 0.249847 -0.49 -0.58 -0.07
H -2.695936 -0.415740 0.458544 -0.67 0.96 -0.23
```
Forces are in eV/Å.

For each atom in turn, the Mulliken charge in e is: atom 1 (C): 0.133, atom 2 (C): -0.165, atom 3 (H): 0.306, atom 4 (C): -1.268, atom 5 (H): 0.342, atom 6 (H): 0.384, atom 7 (H): 0.319, atom 8 (H): 0.231, atom 9 (O): -0.445, atom 10 (O): -0.431, atom 11 (H): 0.202, atom 12 (H): 0.265, atom 13 (C): -0.155, atom 14 (H): 0.283

***

[3]
Molecular formula: C4H26N8O9
Method: DFT, ωB97M-V/def2-TZVPD

The energy relative to the best compared isomer or geometry (same formula, charge and spin) comes out at 15.651 eV. The HOMO energy comes out at -8.3 eV. Its charge is 0. For the HOMO-LUMO gap, the calculation gives 8.2 eV. Its spin multiplicity is 1. The calculation puts the LUMO energy at -0.1340 eV.

Structure (XYZ):
```
47
Properties=species:S:1:pos:R:3:forces:R:3
H -0.694619 -1.289723 -0.272381 2.81 -2.85 1.28
H 1.413757 0.655009 -1.809506 0.26 0.00 -0.23
C -0.145122 -3.260663 -0.186103 -1.53 0.61 1.04
N 3.313506 -2.089079 -0.097502 1.89 -2.54 -4.30
H -0.989641 -0.760050 1.379508 -0.32 0.26 -0.59
H 0.471393 3.465478 0.656116 0.01 0.79 0.22
O 1.647961 1.552628 -1.573584 2.80 -0.35 0.27
C -1.071291 2.743711 -0.204361 0.80 -0.14 -1.16
C 3.051158 -1.317551 0.900495 0.17 0.32 3.06
H 1.196949 2.096055 -2.219724 0.64 -0.21 -0.43
O 3.902079 -0.881399 1.650243 1.06 1.78 0.43
H -0.772425 -0.703836 -1.725119 -0.15 0.35 -1.41
O -1.445594 -1.347709 -1.504905 -6.48 2.25 -6.49
H 4.259360 -2.085396 -0.451664 -0.19 -0.20 0.07
H -1.857621 -0.061837 3.000550 -0.27 0.23 0.00
H -2.265601 -0.854382 -1.525987 -1.34 0.22 -1.16
O -0.286956 1.649417 -3.124021 0.12 -1.90 -5.78
H 1.500414 -3.352172 -1.204524 -0.23 -1.53 -0.43
N 0.762951 -3.932610 -0.831247 3.17 -3.03 -2.19
O -3.590384 0.697150 0.557158 -4.25 0.12 -1.74
H 2.434189 1.072510 1.424944 0.95 -0.21 -0.12
H 0.692745 -1.696760 -1.203545 -0.37 -0.21 0.33
H 0.683325 0.799718 0.647826 0.42 -0.52 -1.36
H -0.385380 2.533467 -3.477573 -0.28 0.01 -0.25
H -0.307888 1.767042 -2.174311 -0.94 -0.53 -0.88
N 1.753269 -1.239177 1.096126 -1.24 0.26 2.18
H -1.408710 -0.287136 -0.244356 -1.65 0.54 1.89
H -1.062037 4.186840 1.156521 0.47 -0.05 0.22
N -2.573084 0.447507 2.501765 0.48 0.79 4.04
H -2.558809 1.596515 -0.594218 -1.00 0.72 0.37
N -0.002583 -1.979607 -0.527823 3.74 -2.89 3.97
H -2.603020 2.601011 0.921707 -0.70 -0.83 -0.58
C -2.692691 0.265295 1.200317 1.38 -2.94 0.59
N -1.682863 -0.448778 0.714190 -4.28 -1.38 2.75
H 0.835350 -4.936775 -0.750546 0.24 0.37 0.07
O -0.900322 -3.802774 0.626375 -0.39 0.98 -0.15
H -0.185545 0.913117 -0.586725 0.53 0.38 0.16
H -3.205940 0.972759 3.088039 -0.23 -0.34 -0.54
H 1.227031 -2.067287 0.856516 -0.26 0.86 0.30
N -2.246880 2.340790 0.013115 -2.27 1.09 -0.52
N -0.530887 3.418825 0.771638 2.29 2.32 2.07
O 0.080430 0.299339 0.097948 0.76 0.12 -3.58
O -0.431009 2.378178 -1.183664 -0.72 3.68 4.32
H 1.083073 1.478843 1.973835 0.04 0.64 0.84
O 1.574742 1.397439 1.156597 3.18 3.56 3.23
H 2.570569 -2.325123 -0.739704 0.81 0.39 0.23
H 1.442648 -0.608822 1.821564 0.08 -1.01 0.00
```
Forces are in eV/Å.

For each atom in turn, the Mulliken charge in e is: atom 1 (H): -1.587, atom 2 (H): 0.324, atom 3 (C): 0.059, atom 4 (N): -0.292, atom 5 (H): 0.220, atom 6 (H): 0.254, atom 7 (O): -0.630, atom 8 (C): 0.521, atom 9 (C): 0.413, atom 10 (H): 0.480, atom 11 (O): -0.721, atom 12 (H): 0.488, atom 13 (O): -0.646, atom 14 (H): 0.241, atom 15 (H): 0.137, atom 16 (H): 0.477, atom 17 (O): -0.830, atom 18 (H): 0.073, atom 19 (N): -0.218, atom 20 (O): -0.701, atom 21 (H): 0.328, atom 22 (H): 0.363, atom 23 (H): 1.059, atom 24 (H): 0.248, atom 25 (H): 0.202, atom 26 (N): -0.216, atom 27 (H): 0.359, atom 28 (H): 0.240, atom 29 (N): -0.383, atom 30 (H): 0.284, atom 31 (N): -0.312, atom 32 (H): 0.202, atom 33 (C): 0.746, atom 34 (N): 0.430, atom 35 (H): 0.271, atom 36 (O): -0.760, atom 37 (H): 0.125, atom 38 (H): 0.226, atom 39 (H): 0.383, atom 40 (N): -0.393, atom 41 (N): -0.424, atom 42 (O): -0.469, atom 43 (O): -0.676, atom 44 (H): 0.370, atom 45 (O): -0.547, atom 46 (H): 0.021, atom 47 (H): 0.261

***

Number 2 is which compound? C4H8O2

***

Look up the charge of the second one. 0

***

What did the second record say?
Molecular formula: C4H8O2
Method: DFT, ωB97M-V/def2-TZVPD

The energy relative to the best compared isomer or geometry (same formula, charge and spin) comes out at 2.558 eV. The HOMO energy comes out at -10.3 eV. Its charge is 0. For the HOMO-LUMO gap, the calculation gives 11.3 eV. Its spin multiplicity is 1. The calculation puts the LUMO energy at 0.9905 eV.

Structure (XYZ):
```
14
Properties=species:S:1:pos:R:3:forces:R:3
C 0.896105 -0.557014 0.416379 0.03 -0.18 0.04
C -1.407390 0.383309 -0.648756 0.54 -0.07 -0.04
H 2.775712 0.432278 0.691029 -0.32 -0.10 -0.16
C 1.999329 0.369216 -0.088400 -0.23 -0.05 -0.09
H 1.644704 1.389928 -0.258934 -0.11 -0.23 -0.04
H 1.262952 -1.551597 0.677015 0.00 0.15 0.20
H 2.494462 0.006423 -0.995041 -0.22 -0.05 0.09
H -1.316335 -1.339955 0.532238 1.93 0.35 -0.44
O -2.663554 0.450124 -0.002638 -0.22 -0.31 0.07
O 0.046120 0.046365 1.390145 0.02 0.03 0.32
H -1.498120 -0.096039 -1.638628 0.05 0.12 0.18
H -0.957459 1.372721 -0.782806 -0.32 -0.04 0.17
C -0.580596 -0.490025 0.249847 -0.49 -0.58 -0.07
H -2.695936 -0.415740 0.458544 -0.67 0.96 -0.23
```
Forces are in eV/Å.

For each atom in turn, the Mulliken charge in e is: atom 1 (C): 0.133, atom 2 (C): -0.165, atom 3 (H): 0.306, atom 4 (C): -1.268, atom 5 (H): 0.342, atom 6 (H): 0.384, atom 7 (H): 0.319, atom 8 (H): 0.231, atom 9 (O): -0.445, atom 10 (O): -0.431, atom 11 (H): 0.202, atom 12 (H): 0.265, atom 13 (C): -0.155, atom 14 (H): 0.283